(1)
An isolated ion of composition CH6N and charge +1 at a distorted geometry. Source: OMol25; level of theory: ωB97M-V/def2-TZVPD.

Summary:
LUMO level   -4.26 eV
SMILES   C[NH3+]
HOMO   -19.03 eV

Geometry as ORCA input:
```
! RIJCOSX wB97M-V def2-TZVPD def2/J DEFGRID3
* xyz 1 1
C 0.588 -0.305 -0.336
N -0.627 0.261 0.217
H 0.844 0.152 -1.330
H 1.374 0.022 0.385
H 0.661 -1.395 -0.266
H -1.135 -0.475 0.768
H -1.272 0.754 -0.318
H -0.434 0.985 0.879
*
```



(2)
A 2-piece molecular cluster, CH6N2 overall at a distorted geometry. Source: OMol25; level of theory: ωB97M-V/def2-TZVPD.

Summary:
LUMO level   1.07 eV
SMILES   C=N.N
HOMO   -9.80 eV

Geometry as ORCA input:
```
! RIJCOSX wB97M-V def2-TZVPD def2/J DEFGRID3
* xyz 0 1
C -1.267 -2.064 -0.718
N -0.305 -1.771 0.072
H -1.319 -1.575 -1.688
H -2.010 -2.802 -0.413
H -0.239 -2.589 0.683
N 1.447 2.866 0.384
H 0.935 3.552 0.915
H 0.953 2.241 -0.237
H 1.805 2.142 1.001
*
```



(3)
A 2-piece molecular cluster, CH6N2O overall at a distorted geometry. Source: OMol25; level of theory: ωB97M-V/def2-TZVPD.

Summary:
LUMO level   0.87 eV
SMILES   [H]/N=C/N.O
HOMO   -9.34 eV

Geometry as ORCA input:
```
! RIJCOSX wB97M-V def2-TZVPD def2/J DEFGRID3
* xyz 0 1
H 1.855 -0.912 -0.594
N 1.020 -0.442 -0.270
C -0.006 -1.180 -0.441
N -1.103 -1.150 0.353
H -0.039 -1.978 -1.185
H -1.151 -0.491 1.109
H -1.734 -1.896 0.114
O 0.098 2.371 0.220
H 0.540 1.621 -0.205
H 0.457 2.457 1.112
*
```



(4)
One molecule with the formula CH6N2O2 at a distorted geometry. Source: OMol25; level of theory: ωB97M-V/def2-TZVPD.

Summary:
LUMO level   0.89 eV
SMILES   NCN(O)O
HOMO   -9.34 eV

Geometry as ORCA input:
```
! RIJCOSX wB97M-V def2-TZVPD def2/J DEFGRID3
* xyz 0 1
N 0.582 -1.565 -0.231
C -0.346 -0.617 0.331
N -0.410 0.597 -0.447
O 0.940 1.280 0.175
O -1.506 1.331 0.061
H 1.299 -1.121 -0.799
H 1.119 -2.042 0.487
H -1.334 -1.077 0.429
H 0.087 -0.217 1.294
H 1.436 1.686 -0.557
H -1.867 1.745 -0.741
*
```



(5)
A 2-piece molecular cluster, CH6N2O2 overall at a distorted geometry. Source: OMol25; level of theory: ωB97M-V/def2-TZVPD.

Summary:
LUMO level (spin up / spin down)   -3.83 / -9.54 eV
HOMO (spin up / spin down)   -15.65 / -15.65 eV

Geometry as ORCA input:
```
! RIJCOSX wB97M-V def2-TZVPD def2/J DEFGRID3
* xyz 1 2
N -0.490 0.220 1.193
C -0.252 -0.849 0.429
N -0.562 -0.810 -0.876
O 0.088 -1.978 0.874
H -0.603 1.059 0.626
H -0.418 0.329 2.203
H -0.924 0.011 -1.338
H -0.177 -1.580 -1.417
H 0.501 3.247 -0.936
H 1.238 1.906 -0.595
O 0.996 2.510 -1.325
*
```



(6)
A 2-piece molecular cluster, CH6N2S2 overall. Source: OMol25; level of theory: ωB97M-V/def2-TZVPD.

Summary:
LUMO level   0.31 eV
SMILES   [H]/N=C/N.SS
HOMO   -9.08 eV

Geometry as ORCA input:
```
! RIJCOSX wB97M-V def2-TZVPD def2/J DEFGRID3
* xyz 0 1
H -0.431 -1.772 -0.383
N -1.305 -1.259 -0.412
C -1.281 -0.327 0.446
N -2.365 0.454 0.706
H -0.381 -0.078 1.019
H -2.291 1.253 1.307
H -3.287 0.143 0.459
S 2.528 0.010 0.202
S 2.210 0.754 -1.680
H 3.482 0.823 0.651
H 3.120 0.000 -2.315
*
```



Energy relative to the best compared isomer or geometry (same formula, charge and spin) (kcal/mol)
11.64 26.05 18.71 118.40 8.38 4.94